13
Properties=species:S:1:pos:R:3:forces:R:3:mulliken_charge:R:1 method="wB97M-V/def2-TZVPD" smiles="C/C(N)=C/N" de_lowest_ev=1.968 orbital_gap_ev=9.420 max_force_ev_per_a=2.3
C -0.575076 1.181669 1.406738 1.04 -0.94 -0.94 -1.154
C -0.107289 0.158410 0.366137 0.56 0.88 -0.54 0.387
C -0.647296 0.008115 -0.854158 0.63 -0.89 0.91 -0.388
N -0.001352 -0.781341 -1.874333 -1.38 1.21 0.63 -0.584
N 1.173866 -0.508695 0.707006 -2.01 0.49 -1.07 -0.653
H -1.253399 1.908458 0.969304 -0.45 -0.21 0.41 0.342
H 0.320830 1.715791 1.729473 -0.01 0.24 -0.04 0.297
H -0.880914 0.623780 2.280702 -0.76 0.25 0.37 0.300
H -1.670420 0.330107 -0.998675 0.11 0.34 -0.47 0.346
H 0.968947 -0.805553 -1.604248 0.14 -0.79 0.01 0.317
H -0.472376 -1.675195 -1.822910 0.60 -0.40 -0.44 0.241
H 0.916982 -0.938536 1.584237 0.93 -0.05 0.47 0.291
H 1.812816 0.262211 0.804666 0.61 -0.14 0.72 0.258